# C20H10BrF6N6O5ReS2

C20H10BrF6N6O5ReS2 as an isolated structure (ωB97M-V/def2-TZVPD, OMol25).

Last column: Löwdin spin population.
Positions of all 51 atoms, in Å:
N (-0.434701, -1.895022, 0.825349)  -0.003
Re (-0.051515, -0.382328, -0.612106)  0.736
H (-2.682715, 1.431890, 2.920012)  0.000
H (-1.319637, -4.273738, 3.727205)  0.000
C (-1.123303, 2.738052, -0.564445)  0.001
C (-1.599973, -0.080939, 1.855413)  0.000
O (1.552330, -1.275811, -1.790876)  0.017
F (2.514454, 0.419700, -3.940183)  0.000
C (3.315592, 0.425238, -2.885462)  0.000
C (-2.332795, 0.409616, 2.902459)  -0.004
F (3.048873, 0.446419, 3.025189)  0.000
O (2.500403, -2.025940, 1.363175)  0.001
S (2.776786, -0.758983, 0.770970)  0.002
H (-3.233173, -0.002605, 4.810231)  0.000
C (-1.076302, -3.608159, 2.908503)  0.007
H (-0.025861, -5.078264, 1.759814)  0.000
O (1.553883, 0.112411, 0.633533)  0.025
C (-1.172654, -1.429877, 1.883588)  -0.001
C (-0.053739, -3.157023, 0.803323)  0.005
O (0.358902, 1.185644, -1.689426)  -0.016
F (4.853043, -0.504549, 2.287988)  0.000
H (-2.513819, -2.359226, 4.870173)  0.000
F (4.576618, 0.433434, -3.270969)  0.000
C (-0.456354, 4.575001, -2.557738)  0.021
C (-0.224017, 2.373574, -1.598353)  0.012
N (-1.209012, 0.637979, 0.675696)  -0.013
C (-2.656679, -0.418634, 3.996061)  -0.001
C (-0.366029, -4.055970, 1.831454)  0.001
C (-2.259341, -1.724108, 4.032045)  -0.005
H (-2.101123, 2.379747, 1.287641)  0.002
C (3.802414, 0.217671, 1.958716)  0.000
C (-1.507915, -2.261767, 2.962806)  0.000
O (3.680195, -2.168976, -2.591547)  0.001
C (-2.961506, -2.819085, -4.416023)  0.006
Br (-2.073370, 6.677229, -1.516830)  -0.003
C (0.094684, 3.317254, -2.581967)  -0.004
S (3.015683, -1.125935, -1.907803)  0.001
F (3.069351, 1.495625, -2.142275)  0.000
C (-1.659109, 4.048654, -0.553255)  0.018
C (-1.507678, 1.899403, 0.516720)  0.059
C (-2.053475, -1.767849, -2.497700)  0.056
C (-1.340442, 4.944736, -1.534088)  -0.004
H (0.532366, -3.467267, -0.051889)  0.000
N (-2.843154, -2.390206, -3.170718)  0.052
N (3.648742, -0.741135, -0.509303)  0.005
N (-1.365891, -1.168753, -1.712193)  0.015
F (4.174133, 1.359286, 1.413754)  0.000
H (-2.335337, 4.334478, 0.242249)  0.001
H (0.783810, 3.024386, -3.362030)  0.000
H (-0.205308, 5.291162, -3.328398)  0.001
N (-3.106346, -3.236451, -5.478481)  0.011

Forces on atoms 1 to 2 (eV/Å):
0.07 -0.01 0.04
0.25 0.20 -0.20

Results
Maximum force: 0.38 eV Å⁻¹
Net charge: +1
Kohn-Sham gap (spin up / spin down): 0.233 / 0.236 Ha
Multiplicity: 2
Electronic energy: -150221.216 eV
Relative energy (zero: lowest compared OMol25 entry of this formula, charge and spin): 0.0 kcal per mole

# C4H8ClN3

A single C4H8ClN3 molecule in a non-equilibrium geometry (ωB97M-V/def2-TZVPD, OMol25).

Last column: Mulliken charge in e.
Positions of all 16 atoms, in Å:
N (0.530491, 0.842228, -0.876987)  -0.479
N (0.273128, -1.511546, -1.611801)  -0.149
C (0.405885, -0.094571, -1.732479)  -0.064
C (-0.004379, 0.890625, 0.445656)  0.731
C (0.872506, 1.334109, 1.624045)  -1.184
H (0.235324, 1.484626, 2.476438)  0.353
H (-0.819859, -1.600607, -0.075038)  0.306
H (-0.162018, -1.991935, -2.525385)  0.260
H (-1.841310, 1.174591, 1.624717)  0.276
H (1.471769, 2.294023, 1.512326)  0.277
H (0.635211, 0.055990, -2.738907)  0.440
C (-1.264599, 0.758199, 0.727459)  -0.496
Cl (-2.625449, 0.307110, -0.406567)  -0.201
H (1.646678, 0.601768, 1.801862)  0.251
N (-0.097568, -2.252032, -0.446946)  -0.599
H (0.744191, -2.292579, 0.201607)  0.279

Forces on atoms 1 to 2 (eV/Å):
-0.75 -0.26 0.80
-1.06 -0.53 -2.82

Results
Maximum force: 5.15 eV Å⁻¹
Net charge: 0
Kohn-Sham gap: 0.353 Ha
Electronic energy: -21267.862 eV
Relative energy (zero: lowest compared OMol25 entry of this formula, charge and spin): 59.7 kcal per mole

# C13H11Br3N2O4

C13H11Br3N2O4 as an isolated structure in a non-equilibrium geometry (ωB97M-V/def2-TZVPD, OMol25).

Last column: Mulliken charge in e.
Positions of all 33 atoms, in Å:
H (0.581783, 2.186032, 3.275900)  0.364
O (0.518333, -6.109808, -6.540790)  -0.566
H (-0.974427, 0.878092, -1.927370)  0.429
C (0.295173, -4.635368, -4.739230)  -0.012
H (-0.135227, 4.275832, 1.907880)  0.163
C (-0.022937, 4.262162, 2.981940)  -0.227
Br (-0.969067, -1.007018, -0.188040)  -0.080
C (0.265183, 3.086812, 3.780650)  0.014
O (1.136913, 2.065962, 7.047570)  -0.572
H (0.321153, 4.390672, 6.845850)  0.407
C (0.088523, -3.163818, -2.908950)  0.025
C (-0.994497, -4.350838, -5.117010)  -0.147
C (0.805183, -4.121068, -3.564100)  -0.634
H (-0.516387, 6.361052, 3.104260)  0.360
C (-1.137017, -2.802228, -3.375550)  0.076
H (-2.618267, -3.176578, -4.999510)  0.333
H (-0.022867, 6.547832, 5.407970)  0.344
H (-1.392227, -4.885648, -5.966830)  0.435
C (0.099423, 5.557262, 4.995410)  -0.408
C (-0.125817, 5.509692, 3.641890)  -0.616
N (0.671873, 1.927392, 5.922720)  0.956
Br (-0.262217, 2.100112, 0.235190)  0.029
O (0.426563, 0.883132, 5.412790)  -0.560
Br (1.436613, 0.096872, -1.930530)  -0.011
C (-0.316807, 0.652272, -1.087930)  -0.298
C (0.267023, 4.403632, 5.767290)  -0.442
H (1.837443, -4.286498, -3.293020)  0.389
C (0.401053, 3.179992, 5.144200)  0.139
N (1.024723, -5.702648, -5.470900)  0.909
C (-1.718657, -3.401048, -4.445710)  -0.784
H (-1.602697, -1.980528, -2.851760)  0.167
H (0.466323, -2.741938, -1.989340)  0.382
O (2.165843, -5.999768, -5.074940)  -0.562

Forces on atoms 1 to 2 (eV/Å):
-0.52 -0.28 0.00
0.92 0.44 2.32

Results
Maximum force: 2.78 eV Å⁻¹
Net charge: 0
Kohn-Sham gap: 0.340 Ha
Electronic energy: -234949.987 eV
Relative energy (zero: lowest compared OMol25 entry of this formula, charge and spin): 29.3 kcal per mole

# C18H11Cl5F6MnN4O5S3

C18H11Cl5F6MnN4O5S3 as an isolated structure (ωB97M-V/def2-TZVPD, OMol25).

Last column: Löwdin spin population.
Positions of all 53 atoms, in Å:
H (-2.815506, 0.244624, -1.513674)  0.000
F (1.172895, 4.321109, -0.137954)  0.000
N (-0.280778, -0.818002, -1.805209)  -0.001
C (0.811601, -1.198732, -2.404779)  0.008
H (-2.659019, 2.369814, -5.241176)  0.000
C (-2.861625, 1.376028, -3.339942)  0.000
C (1.093826, -3.222487, 1.287212)  0.000
H (-4.267751, 3.645846, 1.249257)  0.000
C (2.109476, -4.726833, 3.465909)  0.001
H (1.502310, -1.892742, -1.943709)  0.000
C (2.121498, -4.161371, 1.111816)  0.001
O (0.608029, -2.554418, 0.279217)  0.002
F (5.557129, -0.732507, -0.056949)  0.000
C (-0.945511, 1.183208, -4.798200)  0.000
H (-5.625427, 1.785114, 0.408734)  0.000
S (1.115111, -0.540108, -3.949750)  0.003
C (1.109745, -3.782136, 3.672451)  0.000
C (-4.970604, 1.081718, 0.919499)  0.000
C (-2.284624, 0.546955, -2.404080)  0.000
H (-3.858040, 1.763098, -3.168994)  0.000
S (3.312077, 0.406344, -0.634354)  0.000
C (-0.370019, 0.335105, -3.850005)  0.000
F (-0.265796, 3.528382, 1.281092)  0.000
F (4.440887, -0.061286, 1.679201)  0.000
C (-3.512275, 2.990823, 1.678049)  0.000
O (3.805489, 0.402359, -1.973403)  0.000
H (-2.528499, 3.404417, 1.477852)  0.000
C (-2.588569, 0.897832, 0.924431)  0.003
N (-3.637703, 1.682729, 1.031235)  0.001
N (-1.686472, 0.193013, 0.788156)  0.001
C (0.597544, 3.220291, 0.303793)  0.000
O (1.073478, 0.926748, 1.472845)  0.004
O (2.458263, -0.684161, -0.190371)  -0.001
F (5.491835, 1.374402, 0.453961)  0.000
Cl (3.879006, -6.044376, 1.906345)  0.000
S (1.846519, 2.083793, 1.003891)  0.002
C (2.617115, -4.900923, 2.177734)  0.000
Cl (2.747214, -4.356562, -0.485844)  0.000
C (-2.188278, 1.710819, -4.523979)  0.000
C (0.631842, -3.049894, 2.599701)  0.001
Cl (-0.586493, -1.823724, 2.796814)  0.010
H (-0.435536, 1.409474, -5.725429)  0.000
O (2.527911, 2.826499, 2.010950)  0.002
H (-5.381696, 0.853401, 1.904279)  0.000
Cl (2.703115, -5.669514, 4.785134)  0.000
F (-0.090067, 2.648958, -0.683242)  0.001
Cl (0.454888, -3.519968, 5.248235)  0.000
C (4.804105, 0.239530, 0.436799)  0.000
H (-4.909861, 0.165798, 0.337200)  0.000
C (-1.002970, 0.049463, -2.641059)  0.000
N (2.669839, 1.812239, -0.307479)  0.001
Mn (0.156366, -0.656539, 0.331939)  0.962
H (-3.665995, 2.916349, 2.755849)  0.000

Forces on atoms 1 to 2 (eV/Å):
0.02 0.06 -0.02
-0.05 0.16 -0.07

Results
Maximum force: 0.72 eV Å⁻¹
Net charge: 0
Kohn-Sham gap (spin up / spin down): 0.288 / 0.290 Ha
Multiplicity: 2
Electronic energy: -177784.198 eV
Relative energy (zero: lowest compared OMol25 entry of this formula, charge and spin): 9.9 kcal per mole

# C27H38N2O3S5Y

C27H38N2O3S5Y as an isolated structure (ωB97M-V/def2-TZVPD, OMol25).

Last column: Mulliken charge in e.
Positions of all 76 atoms, in Å:
C (-2.598606, 2.996007, 1.482504)  -0.827
C (4.340482, -0.963376, -1.404045)  -1.934
H (-3.382544, 0.502059, 3.798493)  0.553
C (1.098911, -2.224782, 0.175359)  0.435
H (-3.350062, 3.694617, -5.336555)  0.484
H (1.555704, 3.647396, -0.260078)  0.428
C (-1.225044, 0.526783, 3.639601)  -0.731
H (0.821342, 4.543621, -5.939075)  0.430
C (-0.636394, 2.252238, -3.920108)  0.460
N (-1.233595, 0.191316, -2.792714)  -0.447
H (-1.047870, 0.269640, 4.684879)  0.557
H (1.984118, 0.186073, 3.945081)  0.609
C (1.616558, -2.877334, 1.310430)  0.560
H (-2.663455, -1.058203, 3.428562)  0.437
H (-1.152617, 1.608584, 3.538417)  0.119
C (1.498313, 0.691874, 3.109935)  -1.326
C (-2.306662, 3.503545, -5.126529)  -0.632
C (-2.359362, -2.827430, -0.981658)  -1.651
C (1.501704, 3.164804, 0.717151)  -1.238
H (4.668310, -1.678939, -2.160850)  0.419
H (2.310089, 3.569710, 1.327355)  0.543
H (1.173249, 1.671107, 3.459650)  0.563
C (3.863057, -2.292054, 0.681372)  -0.838
C (-1.735319, -3.555013, 1.300548)  -1.149
H (4.406063, -3.224269, 3.144850)  0.437
C (0.044143, 3.973621, -5.450152)  -0.795
H (-2.016063, -2.638528, -2.001183)  0.275
H (-2.185844, 3.028119, 2.488993)  0.413
C (-1.180462, -3.237534, -0.094408)  1.380
O (0.663454, 1.174705, -2.215420)  -0.566
C (2.020271, -1.610272, -0.685078)  0.133
H (3.780255, -4.711675, 2.447957)  0.352
H (-4.402176, 2.000036, 2.076574)  0.613
H (5.229880, -0.592881, -0.894896)  0.399
H (-3.103045, 3.945245, 1.302116)  0.573
H (3.345129, 1.400028, 2.253285)  0.739
H (2.861753, -0.199760, 1.698893)  -0.451
H (1.667865, -1.174830, -1.617491)  0.482
H (2.764918, -3.766629, 3.532558)  0.365
C (0.369371, 2.994376, -4.532114)  -0.483
H (-4.076503, 1.897407, 0.348757)  0.385
H (-1.557264, 4.988900, -6.459195)  0.402
H (-2.841640, -1.923657, -0.586854)  0.398
C (-1.970122, 2.516373, -4.218087)  0.348
H (0.051124, 4.538408, 1.505025)  0.560
C (-2.594426, 0.011496, 3.226596)  -1.136
C (3.393236, -1.621725, -0.437451)  0.430
C (2.487413, 0.793275, 1.959170)  -0.231
S (-1.200351, 2.878015, 0.322285)  0.205
S (1.870401, 1.421529, 0.381105)  0.472
H (-3.125398, -3.603011, -1.013540)  0.513
S (0.038843, -0.264467, 2.617687)  0.595
H (-0.123745, -4.253419, -1.683541)  0.355
H (-2.479490, -4.351237, 1.235485)  0.518
O (-3.010164, 1.860862, -3.585503)  -0.432
H (1.399191, 2.778898, -4.279125)  0.515
H (4.929368, -2.329419, 0.877382)  0.419
Y (-0.663815, 0.047353, -0.432799)  -1.075
C (-1.295931, 4.222525, -5.741899)  -0.396
C (0.159531, 3.461653, 1.370185)  -0.269
H (-2.221424, -2.670105, 1.720315)  -0.009
S (-2.830342, 0.418787, -2.804754)  0.251
O (-3.065453, 0.739647, -1.367804)  -0.506
H (3.860550, -0.130290, -1.918075)  0.315
H (0.070403, 2.979979, 2.341349)  -0.116
H (-0.961416, -3.884291, 1.991248)  0.245
C (3.509980, -3.695061, 2.740688)  -1.906
C (2.980464, -2.935465, 1.553317)  0.496
N (-0.259951, -2.086809, -0.118536)  0.219
C (-3.614480, 1.870470, 1.333196)  -0.984
S (-3.006593, 0.168452, 1.468743)  0.342
C (-0.518881, -4.479743, -0.691622)  -1.819
H (0.942784, -3.343494, 2.014959)  -0.017
C (-0.345862, 1.194353, -2.952211)  1.423
H (-1.242068, -5.291717, -0.780317)  0.474
H (0.306243, -4.826441, -0.068388)  0.326

Forces on atoms 1 to 2 (eV/Å):
0.01 0.00 -0.04
-0.03 -0.03 0.00

Results
Maximum force: 0.59 eV Å⁻¹
Net charge: +1
Kohn-Sham gap: 0.282 Ha
Electronic energy: -92957.176 eV
Relative energy (zero: lowest compared OMol25 entry of this formula, charge and spin): 0.0 kcal per mole

# C2H3Rb

C2H3Rb as an isolated structure in a non-equilibrium geometry (ωB97M-V/def2-TZVPD, OMol25).

Last column: Löwdin spin population.
Positions of all 6 atoms, in Å:
H (1.892777, 0.989015, -0.240420)  0.052
H (2.464871, -1.764077, 0.310062)  0.068
C (1.300002, 0.100568, 0.030480)  0.355
H (3.331792, 2.807634, 0.683974)  -0.009
Rb (-1.761693, -1.286478, -0.265417)  0.222
C (1.554286, -1.152366, 0.211659)  0.312

Forces on atoms 1 to 2 (eV/Å):
-0.30 0.04 0.49
-0.31 0.22 0.00

Results
Maximum force: 1.73 eV Å⁻¹
Net charge: -1
Kohn-Sham gap (spin up / spin down): 0.059 / 0.064 Ha
Multiplicity: 2
Electronic energy: -2770.392 eV
Relative energy (zero: lowest compared OMol25 entry of this formula, charge and spin): 9.4 kcal per mole

> Which of these has the lowest net charge?

C2H3Rb

> What is the electronic energy in the sixth record?

-2770.392 eV

> Number 6 is which compound?

C2H3Rb